Entry from OMol25: a structure of composition C32H39N5Ti in a non-equilibrium geometry (ωB97M-V/def2-TZVPD).

```
! wB97M-V def2-TZVPD RIJCOSX def2/J DEFGRID3
* xyz -1 2
Ti -0.079 -0.647 -0.205
N 0.169 -2.887 3.845
N -0.811 -2.633 -2.496
C 0.380 1.629 -0.519
C 1.540 0.815 -0.169
C 1.411 0.477 1.223
C 2.425 -0.150 2.093
H 3.187 -0.668 1.516
H 1.844 -1.157 2.728
H 2.869 0.490 2.847
C 0.169 0.979 1.696
C -0.271 0.783 3.093
H 0.572 0.834 3.801
H -0.701 -0.225 3.215
H -1.016 1.529 3.404
C -0.434 1.757 0.658
C -1.526 2.742 0.861
H -2.449 2.265 1.212
H -1.768 3.283 -0.061
H -1.245 3.493 1.617
C 2.712 0.492 -1.022
H 3.528 1.221 -0.911
H 2.432 0.473 -2.081
H 3.117 -0.492 -0.759
C 0.296 2.508 -1.721
H -0.747 2.730 -1.974
H 0.758 2.031 -2.592
H 0.808 3.478 -1.587
C -0.848 -3.593 4.319
H -0.926 -3.520 5.423
C -1.743 -4.346 3.533
H -2.519 -4.878 4.075
C -1.589 -4.315 2.158
H -2.240 -4.922 1.557
C -0.629 -3.505 1.574
H -0.503 -3.434 0.488
C 0.261 -2.820 2.459
C 1.333 -2.062 1.986
H 1.631 -2.313 0.945
C -0.716 -1.261 -2.519
C 0.384 -2.990 -3.111
H 1.088 -3.750 -2.839
C 0.439 -2.205 -4.219
H 0.789 -2.542 -5.162
N -0.243 -1.073 -3.854
C -0.504 0.067 -4.633
C 0.499 0.436 -5.559
C 0.379 1.651 -6.268
H 1.188 1.937 -6.949
C -0.736 2.470 -6.081
C -0.899 3.682 -6.934
H -1.418 4.487 -6.407
H -1.478 3.450 -7.838
H 0.080 4.046 -7.259
C -1.701 2.118 -5.125
H -2.563 2.771 -4.944
C -1.608 0.915 -4.400
C -2.639 0.598 -3.355
H -2.889 -0.468 -3.291
H -3.555 1.139 -3.601
H -2.338 0.935 -2.348
C 1.788 -0.304 -5.573
H 1.690 -1.388 -5.712
H 2.347 -0.154 -4.629
H 2.394 -0.001 -6.425
C -5.064 -0.205 2.527
N -4.076 -0.645 1.555
C -4.274 -1.568 0.527
C -3.104 -1.620 -0.185
N -2.163 -0.782 0.427
C -2.799 -0.200 1.459
H -5.894 0.339 2.050
H -5.501 -1.058 3.066
H -4.598 0.465 3.260
H -5.195 -2.091 0.404
H -2.846 -2.180 -1.059
H -2.410 0.509 2.156
*
```

Properties
- orbital gap (alpha / beta) (eV) = 3.847 / 3.490
- max |F| (eV/A) = 7.3
- relative energy (zero: lowest compared OMol25 entry of this formula, charge and spin) (kJ/mol) = 536.30

Charges in e, computed with Löwdin, in the same order as the atoms: atom 1 (Ti): 0.93, atom 2 (N): 0.05, atom 3 (N): 0.00, atom 4 (C): -0.29, atom 5 (C): -0.35, atom 6 (C): -0.33, atom 7 (C): -0.16, atom 8 (H): 0.06, atom 9 (H): 0.05, atom 10 (H): 0.06, atom 11 (C): -0.27, atom 12 (C): -0.05, atom 13 (H): 0.09, atom 14 (H): 0.08, atom 15 (H): 0.07, atom 16 (C): -0.25, atom 17 (C): -0.04, atom 18 (H): 0.06, atom 19 (H): 0.07, atom 20 (H): 0.09, atom 21 (C): -0.05, atom 22 (H): 0.08, atom 23 (H): 0.06, atom 24 (H): 0.08, atom 25 (C): -0.04, atom 26 (H): 0.06, atom 27 (H): 0.07, atom 28 (H): 0.09, atom 29 (C): -0.22, atom 30 (H): 0.09, atom 31 (C): -0.16, atom 32 (H): 0.06, atom 33 (C): -0.15, atom 34 (H): 0.08, atom 35 (C): -0.10, atom 36 (H): 0.08, atom 37 (C): -0.42, atom 38 (C): -0.08, atom 39 (H): 0.04, atom 40 (C): -0.19, atom 41 (C): -0.19, atom 42 (H): 0.08, atom 43 (C): -0.16, atom 44 (H): 0.09, atom 45 (N): -0.06, atom 46 (C): -0.13, atom 47 (C): -0.19, atom 48 (C): -0.01, atom 49 (H): 0.11, atom 50 (C): -0.30, atom 51 (C): -0.08, atom 52 (H): 0.07, atom 53 (H): 0.08, atom 54 (H): 0.07, atom 55 (C): -0.01, atom 56 (H): 0.12, atom 57 (C): -0.19, atom 58 (C): -0.07, atom 59 (H): 0.07, atom 60 (H): 0.07, atom 61 (H): 0.07, atom 62 (C): -0.07, atom 63 (H): 0.04, atom 64 (H): 0.10, atom 65 (H): 0.07, atom 66 (C): -0.02, atom 67 (N): -0.11, atom 68 (C): -0.05, atom 69 (C): -0.10, atom 70 (N): 0.00, atom 71 (C): -0.12, atom 72 (H): 0.09, atom 73 (H): 0.09, atom 74 (H): 0.09, atom 75 (H): 0.11, atom 76 (H): 0.08, atom 77 (H): 0.09